# 1
108
Properties=species:S:1:pos:R:3:forces:R:3:mulliken_charge:R:1 method="wB97M-V/def2-TZVPD" homo_energy_ev=-4.167 lumo_ev=2.03 orbital_gap_ev=6.20 total_charge=-1
Pt 0.257994 -0.720624 0.104686 -1.91 -1.14 -0.08 1.577
C -5.916818 0.874687 1.364802 0.11 0.04 -0.12 -1.202
C -5.228816 1.019615 0.008592 -0.07 -0.13 0.21 -0.651
N -3.848721 1.474608 0.132017 0.07 -0.29 0.22 0.256
C -3.626655 2.903817 0.037270 0.02 0.25 -0.19 -0.406
C -3.715748 3.408492 -1.402458 0.04 -0.15 0.15 -1.125
C -2.871378 0.580150 0.452730 0.29 0.13 0.08 0.315
S -1.296466 1.203007 0.755586 1.12 -0.13 -0.16 -0.525
N -3.274995 -0.682468 0.517198 -0.43 -0.39 -0.47 -0.029
C -2.493580 -1.722990 0.816297 -0.23 0.68 0.06 -0.135
O -1.305003 -1.688871 1.205900 0.51 -0.21 -0.29 -0.991
C -3.154819 -3.052977 0.683267 -0.08 -0.31 0.22 0.666
C -2.373469 -4.202373 0.774160 0.09 0.16 0.02 -0.642
C -2.935374 -5.450702 0.569315 -0.03 -0.10 0.02 -0.718
C -4.290606 -5.565171 0.293279 0.01 0.04 -0.02 -0.396
C -5.083422 -4.425757 0.236137 -0.06 -0.10 -0.02 -0.721
C -4.520071 -3.176607 0.429820 0.12 0.09 0.04 -0.059
H -6.925103 0.477404 1.236659 -0.02 0.03 0.02 0.352
H -5.984250 1.838784 1.872182 -0.02 -0.01 0.04 0.421
H -5.347034 0.187522 1.988917 -0.02 -0.02 0.02 0.253
H -5.769911 1.740657 -0.605874 0.07 0.00 -0.05 0.368
H -5.219009 0.058272 -0.497495 -0.06 0.03 -0.10 0.420
H -2.637221 3.122151 0.431596 -0.10 0.06 0.06 0.114
H -4.366042 3.419930 0.659505 0.01 -0.06 0.04 0.289
H -2.949177 2.924038 -2.007867 0.03 0.03 -0.02 0.167
H -3.561986 4.488288 -1.430470 0.00 0.01 -0.03 0.366
H -4.689291 3.189917 -1.842910 0.00 0.03 -0.05 0.445
H -1.319125 -4.091340 0.988578 0.00 -0.03 -0.05 0.601
H -2.315572 -6.337464 0.615599 0.03 0.02 0.01 0.426
H -4.728666 -6.540047 0.117093 -0.01 0.00 0.02 0.382
H -6.142874 -4.518306 0.030047 0.00 0.03 0.01 0.390
H -5.123393 -2.281937 0.387422 -0.01 0.04 -0.05 0.328
S 0.253554 4.842260 1.490371 0.06 -0.24 -0.14 -0.223
C -0.063212 4.537882 -0.171385 0.02 0.16 0.16 -0.211
C 0.612890 3.432465 -0.572806 -0.08 0.21 -0.02 -1.119
N 1.377873 2.837008 0.390962 -0.03 -0.05 -0.08 0.646
C 1.279750 3.453833 1.517375 -0.15 0.32 0.06 -0.331
H -0.725117 5.177894 -0.730521 0.01 -0.05 -0.08 0.506
H 0.581957 3.001292 -1.562684 -0.01 -0.02 0.01 0.297
H 1.795795 3.153314 2.418510 0.02 -0.04 -0.01 0.274
O 1.973705 -9.067315 -0.698667 0.05 -0.03 -0.05 -0.513
C 2.454415 -7.915285 -0.151488 0.12 -0.14 0.04 0.725
O 3.381556 -7.989529 0.613847 -0.03 -0.01 0.01 -0.576
C 1.783603 -6.661269 -0.534483 -0.14 0.36 -0.04 0.540
C 2.051731 -5.519580 0.228859 0.08 -0.25 -0.03 -0.239
C 1.465984 -4.309017 -0.056668 -0.14 -0.01 -0.06 -0.395
C 0.571331 -4.176067 -1.132076 0.23 -0.05 0.24 0.667
S -0.207543 -2.693448 -1.524480 0.32 1.07 0.45 -0.382
C 0.316342 -5.319190 -1.912686 -0.09 0.10 -0.01 -1.151
C 0.906138 -6.527396 -1.617664 0.15 -0.18 0.11 -1.049
H 1.220751 -8.864620 -1.263610 -0.05 0.03 0.03 0.277
H 2.738780 -5.622336 1.057805 0.01 0.05 0.00 0.455
H 1.674766 -3.436044 0.545236 0.05 -0.02 -0.03 0.201
H -0.351202 -5.228843 -2.760033 0.00 -0.02 -0.01 0.409
H 0.704550 -7.368700 -2.275455 -0.06 0.04 -0.03 0.234
C 6.701512 5.505311 0.632339 -0.03 -0.09 -0.02 -1.638
C 5.819570 4.286409 0.589375 -0.03 -0.01 0.02 0.713
C 5.104732 3.946764 -0.547390 0.04 0.00 0.06 -1.046
C 4.319275 2.799493 -0.611303 -0.13 -0.20 -0.10 1.328
C 3.589356 2.517087 -1.895297 -0.02 0.08 0.11 -1.133
C 4.236464 1.938426 0.490674 -0.03 0.09 0.09 0.746
As 2.967292 0.408226 0.801375 0.31 -0.29 -0.12 1.904
N 1.999721 -0.135957 -0.664841 -0.17 0.37 0.00 0.073
C 2.311137 -0.397928 -1.983814 0.12 -0.09 -0.41 0.665
C 1.309069 -0.289152 -2.970105 0.09 0.13 0.21 -0.527
C 1.579896 -0.519940 -4.303554 0.10 0.04 0.02 -0.620
C 2.866220 -0.847137 -4.716711 0.04 -0.05 -0.14 -0.788
C 3.861278 -0.982038 -3.760925 -0.03 0.04 -0.07 -0.728
C 3.591702 -0.766760 -2.419740 -0.08 -0.05 0.25 -0.394
C 4.209160 -1.172059 1.000764 0.04 -0.08 -0.03 0.471
C 5.473613 -1.381608 0.426174 -0.11 0.09 0.09 0.869
C 6.243507 -0.321299 -0.321305 0.04 -0.01 0.05 -1.760
C 6.108534 -2.616832 0.568953 -0.05 0.00 -0.03 -1.171
C 5.536090 -3.663098 1.266435 0.10 -0.03 0.02 0.908
C 6.197648 -5.010497 1.363817 -0.11 0.08 -0.03 -1.529
C 4.318768 -3.430321 1.890628 0.00 0.01 0.02 -0.755
C 3.660951 -2.215350 1.787260 0.08 0.24 0.06 -0.442
C 2.399499 -2.028343 2.594739 0.02 0.09 -0.07 -1.789
C 4.932933 2.297728 1.661192 -0.02 -0.22 0.01 0.578
C 4.857486 1.460399 2.915608 -0.05 0.05 -0.12 -1.654
C 5.709378 3.448718 1.690039 0.06 0.07 -0.03 -1.164
H 6.363335 6.259889 -0.077916 0.02 0.02 0.01 0.390
H 7.729475 5.238401 0.374800 0.01 0.05 0.00 0.272
H 6.713026 5.944390 1.630449 0.01 0.03 -0.01 0.382
H 5.145676 4.596611 -1.416483 0.00 -0.01 -0.02 0.360
H 3.236566 3.444724 -2.350191 0.06 0.02 -0.02 0.531
H 2.734656 1.880051 -1.705740 -0.05 0.03 -0.10 -0.997
H 4.239216 2.008818 -2.611289 -0.04 -0.02 -0.01 0.367
H 0.311491 -0.016753 -2.648741 -0.02 -0.02 -0.02 0.385
H 0.778882 -0.455408 -5.030590 -0.01 0.07 0.01 0.410
H 3.086868 -1.001553 -5.765774 -0.02 -0.06 0.01 0.356
H 4.860265 -1.274717 -4.064013 0.02 0.02 0.03 0.438
H 4.366479 -0.921102 -1.684530 -0.06 0.01 -0.09 0.390
H 5.600694 0.462565 -0.696440 0.03 0.08 -0.09 0.203
H 6.789292 -0.756039 -1.161055 0.00 -0.04 0.03 0.445
H 6.974880 0.150418 0.341673 -0.01 0.03 0.00 0.375
H 7.079055 -2.755145 0.101689 0.00 -0.02 -0.01 0.313
H 7.202734 -4.982718 0.943911 0.01 -0.04 0.01 0.359
H 5.611874 -5.756464 0.822081 0.04 -0.05 0.01 0.247
H 6.256663 -5.336892 2.403205 0.04 -0.04 0.00 0.357
H 3.868638 -4.223963 2.478324 0.00 0.02 0.05 0.374
H 2.169584 -2.920925 3.176810 0.03 -0.02 -0.02 0.335
H 1.536939 -1.797733 1.962401 -0.05 -0.04 0.10 0.372
H 2.514985 -1.181543 3.274304 -0.07 -0.02 0.05 0.356
H 3.834998 1.447589 3.303611 0.03 -0.05 0.08 0.249
H 5.518334 1.858456 3.684685 0.00 -0.01 0.01 0.477
H 5.133872 0.424184 2.712428 0.03 0.00 0.10 0.214
H 6.237338 3.705802 2.603662 0.00 -0.04 0.02 0.347


# 2
131
Properties=species:S:1:pos:R:3:forces:R:3:mulliken_charge:R:1 method="wB97M-V/def2-TZVPD" homo_energy_ev="-7.806 / -7.822" lumo_ev="-1.83 / -2.18" orbital_gap_ev="5.98 / 5.64"
Mo -0.120637 0.006635 0.452408 -0.16 -0.35 -0.87 -1.552
N 1.984863 4.409835 3.031308 -0.17 -0.44 0.17 0.193
C 1.423863 3.308735 3.542908 0.19 -0.05 -0.18 -0.724
N 1.203463 2.438335 2.581708 0.75 0.10 -0.26 0.272
C 1.670563 3.046435 1.460408 0.19 0.60 1.09 -0.231
N 2.147763 4.256235 1.718708 0.13 0.32 -0.78 -0.793
C 1.792363 2.483735 0.121608 1.18 0.84 -0.50 0.186
C 2.857863 3.017235 -0.563792 -0.90 -0.27 1.11 -1.351
N 3.246163 2.565135 -1.783392 0.21 -0.33 -0.98 -0.636
C 2.527963 1.663935 -2.319192 0.02 0.31 0.10 -1.573
C 1.269163 1.074635 -1.734292 -0.34 0.64 -0.60 0.687
N 0.955263 1.525535 -0.383592 -0.41 -0.27 -0.21 1.270
H 2.313863 5.248435 3.486208 -0.13 -0.13 -0.02 0.217
H 1.198863 3.162335 4.577608 -0.10 0.02 0.36 0.563
H 3.471263 3.777635 -0.112492 -0.05 0.01 0.06 0.529
H 2.842363 1.253435 -3.259792 0.09 -0.07 -0.17 1.252
H 0.407763 1.316835 -2.393692 0.30 -0.07 0.21 -0.012
O -1.841137 0.998935 0.428608 -3.29 1.23 -1.15 -0.971
C -2.936737 1.101235 -0.235692 1.15 -0.68 0.22 0.057
C -3.226437 0.297035 -1.355392 0.95 -0.18 0.35 -0.527
C -4.435537 0.381835 -2.046592 -0.58 -0.27 -1.02 -0.573
C -4.618937 -0.355765 -3.207192 1.07 0.56 1.53 -1.082
C -3.587737 -1.165065 -3.701192 0.52 -0.14 0.24 -0.616
C -2.401937 -1.277265 -3.019792 -0.14 -0.16 -0.12 0.040
C -2.181937 -0.583465 -1.810192 -0.28 0.63 0.49 0.808
O -1.071837 -0.682465 -1.161192 -0.36 -0.28 -0.58 0.313
N -5.847437 -0.263865 -3.922992 -1.18 0.17 -0.59 1.046
O -5.942037 -0.868065 -4.977792 0.09 0.06 0.17 -0.627
O -6.735337 0.418235 -3.440992 0.08 -0.05 -0.04 -0.635
H -3.657237 1.853735 0.088708 0.11 -0.01 0.09 0.385
H -5.219637 1.036435 -1.700292 -0.13 0.04 0.04 0.679
H -3.740737 -1.692265 -4.631192 0.00 -0.05 -0.01 0.627
H -1.592237 -1.879865 -3.388892 0.02 -0.04 -0.05 -0.157
O 0.173363 -4.187965 1.359408 -0.42 -0.26 0.26 -0.588
P -0.235037 -2.937565 2.219708 0.17 0.28 -0.05 0.483
O -0.989737 -3.277665 3.417108 -0.15 -0.30 0.27 -0.903
O -0.782437 -1.829565 1.299208 0.31 -0.05 0.01 -0.142
O 1.247163 -2.311565 2.670608 -0.16 -0.33 -0.52 -0.470
P 2.165463 -1.857665 1.445908 0.53 -0.98 1.13 -0.095
O 3.551663 -1.532465 2.146408 -0.42 0.58 -0.15 -0.536
O 2.259663 -2.908765 0.418308 0.22 0.12 -0.20 -0.698
O 1.618963 -0.494465 1.020908 1.01 0.14 0.55 1.105
H 0.956363 -3.976665 0.813608 0.14 0.00 -0.24 0.332
H 4.054263 -2.338265 2.258308 0.38 -0.36 0.07 0.398
F 3.444763 0.655235 7.617608 0.08 0.04 -0.18 -0.276
C 2.210063 0.156435 7.808108 0.16 0.04 0.23 0.727
F 2.376363 -1.087465 8.281308 -0.13 -0.19 -0.13 -0.255
F 1.663963 0.873935 8.804508 -0.21 0.06 0.01 -0.282
C 1.385463 0.218635 6.548908 -0.02 0.03 0.01 0.264
C 0.013263 0.421735 6.623208 0.24 -0.02 0.07 -1.302
C -0.718037 0.586735 5.457908 -0.01 -0.03 -0.12 -0.272
C -0.079737 0.565635 4.220008 0.16 -0.17 -0.21 -0.077
C 1.279063 0.263235 4.160508 0.06 -0.14 0.11 0.144
C 2.014663 0.093335 5.316108 -0.12 -0.01 0.21 -1.206
P -0.920337 0.929535 2.631908 -0.66 0.32 1.14 5.806
C -1.334837 2.725835 2.629308 -0.01 0.16 -0.16 -0.051
C -1.145437 3.488035 1.477508 -0.23 -0.04 -0.05 -0.524
C -1.296937 4.860935 1.498708 -0.10 0.12 0.25 -1.103
C -1.660837 5.483135 2.685908 0.02 0.08 0.02 0.253
C -1.913737 4.733135 3.828008 0.03 0.14 -0.18 -1.206
C -1.745937 3.359235 3.796708 -0.13 -0.10 -0.11 -0.086
C -1.768337 6.981235 2.765708 0.00 0.15 0.07 0.717
F -1.209237 7.453835 3.896308 0.06 -0.07 0.16 -0.275
F -1.157437 7.604335 1.751108 0.09 -0.09 -0.23 -0.286
F -3.042237 7.406235 2.769708 -0.21 -0.08 0.00 -0.260
C -2.614237 0.289535 2.989708 0.02 -0.17 -0.04 0.418
C -2.758237 -0.988365 3.519308 0.06 0.27 -0.03 -0.349
C -4.009337 -1.561965 3.664808 -0.20 0.10 -0.05 -1.262
C -5.138437 -0.847965 3.294708 0.07 -0.07 -0.02 0.405
C -5.017337 0.452235 2.820908 -0.05 -0.10 -0.02 -1.207
C -3.763637 1.016335 2.670908 0.06 -0.04 0.10 -0.841
C -6.507637 -1.447365 3.456108 -0.25 -0.03 0.23 0.749
F -7.355337 -1.079665 2.483408 0.03 0.22 -0.25 -0.272
F -7.077137 -1.056165 4.615508 0.04 0.10 0.12 -0.262
F -6.501637 -2.783365 3.470108 0.24 -0.20 -0.01 -0.280
H -0.469937 0.462835 7.588808 -0.06 0.05 0.00 0.479
H -1.787837 0.723735 5.524608 -0.06 0.04 -0.01 0.537
H 1.773263 0.198335 3.202808 -0.04 0.09 0.22 0.234
H 3.073763 -0.108965 5.267808 0.08 -0.01 -0.05 0.582
H -0.831237 3.010535 0.559508 0.05 0.07 0.07 -0.073
H -1.101537 5.448335 0.612808 0.02 0.00 -0.02 0.577
H -2.220737 5.232935 4.735408 0.00 -0.02 0.09 0.460
H -1.928137 2.783535 4.690608 -0.01 -0.02 0.11 0.432
H -1.893837 -1.567165 3.798508 -0.02 -0.09 0.04 0.615
H -4.091137 -2.567065 4.045008 -0.01 -0.13 0.04 0.551
H -5.902437 1.009935 2.555908 -0.09 0.09 -0.01 0.518
H -3.686337 2.034335 2.315608 -0.01 0.02 -0.02 0.477
C 1.076663 -0.770365 -6.496392 0.12 0.14 0.33 -1.715
C 1.158063 0.273635 -5.382292 -0.07 0.13 -0.48 1.944
C -0.252637 0.708835 -4.990392 0.34 -0.05 0.09 -1.823
C 1.966163 1.487535 -5.854092 -0.18 -0.35 0.15 -1.855
O 1.868863 -0.284565 -4.280592 -0.04 0.04 -0.06 0.715
Si 1.665363 -1.304465 -3.036092 0.41 0.21 0.00 -1.753
O 1.368463 -0.341465 -1.695692 0.28 -0.58 -0.16 1.917
O 3.009763 -2.132965 -2.760192 -0.24 -0.04 0.06 0.889
C 4.365163 -1.950865 -2.362092 0.55 -0.15 0.15 1.819
C 4.504263 -0.876965 -1.284892 -0.31 -0.19 -0.22 -1.895
C 5.162763 -1.581165 -3.612692 -0.30 -0.13 0.29 -1.744
C 4.818063 -3.301165 -1.796392 -0.19 0.31 -0.15 -1.774
O 0.487763 -2.341965 -3.419992 -0.24 0.22 0.04 -0.163
C 0.348863 -3.766865 -3.281592 -0.07 -0.66 -0.03 2.118
C 1.542563 -4.455865 -3.939692 -0.16 0.23 0.13 -1.722
C 0.272263 -4.099965 -1.797392 -0.03 0.23 -0.37 -1.312
C -0.937337 -4.184465 -4.009892 0.31 0.17 0.22 -1.874
H 0.600363 -0.342565 -7.376392 -0.03 -0.04 -0.07 0.538
H 0.507263 -1.628765 -6.151492 -0.13 -0.14 0.00 0.178
H 2.077463 -1.105265 -6.752792 0.14 -0.05 -0.10 0.347
H -0.834737 0.898835 -5.886992 -0.14 0.04 -0.09 0.672
H -0.233537 1.619235 -4.398492 0.00 0.17 0.09 0.322
H -0.737437 -0.068665 -4.411192 -0.13 -0.16 -0.02 0.167
H 1.518763 1.900135 -6.752892 -0.06 0.11 -0.13 0.412
H 2.986463 1.190135 -6.073992 0.17 -0.05 -0.08 0.337
H 1.990063 2.258635 -5.088492 -0.02 0.10 0.06 0.413
H 4.337463 0.113035 -1.698292 0.09 0.13 0.01 0.238
H 5.500963 -0.921465 -0.854392 0.13 0.07 0.03 0.620
H 3.773463 -1.048265 -0.497092 0.10 0.01 -0.06 0.264
H 4.722963 -0.697065 -4.064192 0.04 0.21 -0.09 0.225
H 5.110263 -2.392465 -4.334092 0.04 -0.10 -0.10 0.351
H 6.200763 -1.388765 -3.358592 0.15 0.05 -0.01 0.401
H 4.184763 -3.554665 -0.949692 -0.01 -0.08 0.07 0.213
H 5.855063 -3.250265 -1.475492 0.14 0.02 0.04 0.454
H 4.730863 -4.075165 -2.555092 -0.03 -0.10 -0.08 0.353
H 2.453663 -4.135165 -3.451192 0.13 -0.15 0.02 0.112
H 1.602863 -4.172965 -4.987392 -0.02 -0.02 -0.22 0.384
H 1.440663 -5.534465 -3.862392 -0.02 -0.13 -0.01 0.542
H 1.221163 -3.843565 -1.338392 0.12 -0.07 0.11 -0.215
H 0.054863 -5.152765 -1.639292 0.00 -0.14 0.02 0.610
H -0.508037 -3.504565 -1.324992 -0.09 0.01 0.07 0.205
H -1.019937 -3.658565 -4.958792 0.01 0.02 -0.15 0.262
H -1.819837 -3.978865 -3.409992 -0.11 0.00 0.04 0.456
H -0.902737 -5.251965 -4.209592 -0.05 -0.10 0.00 0.479


Respective max |F| values: 2.22 3.70 eV Å⁻¹.